A cluster of 11 separate species, C14H50O14 in total in a non-equilibrium geometry, computed with ωB97M-V with the def2-TZVPD basis set.

ORCA input file:
```
! RIJCOSX wB97M-V def2-TZVPD def2/J DEFGRID3
* xyz 0 1
C 0.089 -4.637 -1.344
O -1.333 -4.549 -1.419
H 0.483 -5.040 -2.284
H 0.514 -3.646 -1.205
H 0.386 -5.365 -0.589
H -1.743 -5.246 -0.905
C 3.840 0.735 2.947
O 3.930 1.522 4.123
H 4.351 1.184 2.093
H 4.265 -0.246 3.188
H 2.798 0.550 2.662
H 4.323 2.370 3.915
C -4.323 -2.474 -1.702
O -3.039 -2.078 -1.208
H -4.857 -1.545 -1.898
H -4.201 -3.015 -2.648
H -4.853 -3.156 -1.030
H -2.493 -2.864 -1.359
C 2.728 -2.613 1.271
O 3.714 -3.545 1.701
H 1.726 -2.777 1.670
H 3.074 -1.630 1.603
H 2.752 -2.610 0.184
H 4.178 -3.295 2.497
C 0.384 4.147 -1.685
O 1.557 4.614 -1.043
H 0.647 4.036 -2.735
H 0.049 3.177 -1.312
H -0.392 4.913 -1.615
H 1.374 4.895 -0.144
C -3.387 1.906 -0.805
O -3.558 3.313 -0.731
H -2.590 1.533 -0.161
H -4.312 1.356 -0.655
H -3.100 1.700 -1.845
H -2.959 3.770 -1.320
C 0.120 -0.556 0.517
O -1.228 -0.529 0.905
H 0.409 -1.459 -0.033
H 0.409 0.285 -0.113
H 0.759 -0.560 1.399
H -1.880 -0.667 0.207
C -4.391 -1.543 1.873
O -5.074 -1.570 3.134
H -4.773 -2.349 1.241
H -4.498 -0.563 1.404
H -3.331 -1.731 2.028
H -5.957 -1.242 2.936
C -0.464 1.664 -4.160
C -0.095 0.585 -3.190
O 1.050 -0.204 -3.568
O -0.884 1.151 -5.429
H 0.354 2.375 -4.337
H -1.320 2.238 -3.781
H -0.930 -0.117 -3.052
H -0.013 0.994 -2.185
H 0.692 -0.636 -4.355
H -1.374 1.834 -5.888
C 5.039 0.387 -1.176
C 3.630 0.962 -1.451
O 2.682 -0.076 -1.338
O 6.031 1.379 -1.433
H 5.179 -0.458 -1.854
H 5.052 0.062 -0.134
H 3.633 1.409 -2.446
H 3.490 1.689 -0.643
H 2.207 -0.139 -2.193
H 6.684 0.983 -2.011
C -0.933 0.962 4.958
C -1.715 1.746 3.955
O -2.281 0.871 2.979
O 0.381 0.612 4.471
H -1.425 0.015 5.194
H -0.818 1.490 5.913
H -1.139 2.526 3.448
H -2.519 2.257 4.487
H -1.537 0.566 2.432
H 0.756 -0.031 5.075
*
```

Calculated values
Molecular weight   442.54 Da
E_HOMO   -0.3521 Ha
SMILES   OCCO.OCCO.OCCO.CO.CO.CO.CO.CO.CO.CO.CO
E   -1616.531109 hartree
E_LUMO   0.27 eV

Löwdin atomic charge list, values in e, 5 entries: -0.12, -0.13, 0.08, 0.07, 0.09